(1)
{"formula": "C17H26BrN4O5SSi2SnTe4", "method": "wB97M-V/def2-TZVPD", "symbols": ["Sn", "C", "Si", "C", "C", "N", "C", "C", "C", "C", "C", "C", "N", "Si", "C", "C", "C", "H", "H", "H", "H", "H", "H", "H", "H", "H", "H", "H", "H", "H", "H", "H", "H", "H", "H", "H", "H", "H", "H", "Te", "Te", "Te", "Te", "O", "S", "O", "O", "O", "O", "N", "Br", "C", "C", "C", "C", "N", "C", "H", "H", "H", "H"], "coordinates": [[0.454832, 0.574966, -0.170962], [2.567714, 0.293865, 4.799641], [2.098382, -0.480681, 3.148692], [1.470482, -2.207643, 3.472313], [3.640417, -0.329268, 2.131503], [0.752254, 0.517605, 2.385649], [-0.620269, 0.265561, 2.758573], [-0.943992, 0.238928, 4.113608], [-2.241095, 0.122146, 4.561587], [-3.252554, 0.082414, 3.605287], [-2.955268, 0.110599, 2.263330], [-1.628817, 0.153557, 1.765962], [-1.403319, 0.048481, 0.410660], [-2.649939, 0.592068, -1.093593], [-4.170431, -0.414017, -0.618218], [-3.432889, 1.633499, -2.521927], [-1.617109, -0.584950, -2.182209], [3.322087, -0.359153, 5.249525], [1.758186, 0.402651, 5.519985], [3.028744, 1.271836, 4.651030], [1.940997, -2.579101, 4.387243], [1.709189, -2.884517, 2.655063], [0.390235, -2.214826, 3.619988], [4.507123, -0.406933, 2.793586], [3.679417, 0.655118, 1.658517], [3.736159, -1.087603, 1.358325], [-0.144945, 0.331893, 4.836117], [-2.458910, 0.100844, 5.621008], [-4.291974, 0.040541, 3.909939], [-3.760392, 0.104099, 1.551973], [-4.962827, 0.186753, -0.165361], [-3.959763, -1.272913, 0.018673], [-4.555190, -0.778524, -1.576236], [-3.379207, 1.095042, -3.472598], [-2.971739, 2.610669, -2.664168], [-4.492772, 1.810580, -2.306395], [-1.538496, -1.574516, -1.728317], [-0.591033, -0.255368, -2.416307], [-2.092425, -0.688133, -3.161314], [2.548241, 1.896222, -1.320425], [4.651162, 0.203818, -1.464650], [3.690413, -2.379757, -1.290528], [1.216333, -2.166273, -0.297942], [-2.515873, 2.287346, -0.166092], [-1.176127, 2.963927, -0.394416], [-0.268979, 2.682163, 0.745128], [-0.535163, 2.154815, -1.513874], [-1.340175, 4.354402, -0.683104], [0.447616, 2.567155, 3.268575], [1.230228, 1.898653, 2.723060], [2.357440, -4.007546, -6.111801], [2.064276, -2.218533, -5.563881], [2.268288, -1.173207, -6.443865], [2.033555, 0.111110, -5.980833], [1.623535, 0.282465, -4.667110], [1.440638, -0.729510, -3.823937], [1.647144, -1.961588, -4.266879], [2.596712, -1.359797, -7.457356], [2.169085, 0.967885, -6.626824], [1.438575, 1.272322, -4.264977], [1.472217, -2.771613, -3.568411]], "forces_ev_per_angstrom": [[0.1, 0.1, 0.5], [0.0, 0.0, 0.0], [-0.1, -0.1, 0.1], [0.1, 0.0, 0.0], [0.0, 0.0, 0.0], [0.0, 0.0, -0.2], [-0.1, 0.0, 0.0], [0.1, 0.0, 0.0], [-0.1, 0.0, 0.0], [0.0, 0.0, 0.1], [0.1, 0.0, 0.0], [-0.1, 0.0, -0.1], [-0.1, 0.0, 0.0], [0.3, 0.0, 0.0], [-0.1, 0.0, 0.0], [-0.1, 0.0, 0.0], [0.2, 0.0, -0.2], [0.0, 0.0, 0.0], [0.0, 0.0, 0.0], [0.0, 0.0, 0.0], [0.0, 0.0, 0.0], [0.0, 0.0, 0.0], [0.0, 0.0, 0.0], [0.0, 0.0, 0.0], [0.0, 0.0, 0.0], [0.0, 0.0, 0.0], [0.0, 0.0, 0.0], [0.0, 0.0, 0.0], [0.0, 0.0, 0.0], [0.0, 0.0, 0.0], [0.0, 0.0, 0.0], [0.0, 0.0, 0.0], [0.0, 0.0, 0.0], [-0.1, 0.0, 0.0], [0.1, 0.0, 0.0], [0.0, 0.1, 0.0], [0.0, 0.0, 0.0], [-0.2, -0.1, 0.0], [0.0, 0.0, 0.0], [0.1, 0.0, -0.1], [0.0, 0.0, 0.2], [0.2, 0.0, -0.2], [-0.2, 0.1, 0.0], [0.1, 0.0, 0.0], [-0.2, 0.1, 0.0], [0.1, 0.0, 0.1], [0.0, -0.2, -0.2], [0.0, -0.1, -0.1], [0.0, 0.2, 0.1], [0.1, 0.0, 0.0], [0.0, 0.0, 0.0], [0.0, 0.0, 0.0], [0.0, 0.0, 0.0], [0.0, 0.0, 0.0], [0.0, 0.0, 0.0], [0.0, 0.1, -0.1], [-0.1, -0.1, 0.0], [0.0, 0.0, 0.0], [0.0, 0.0, 0.0], [0.0, 0.0, 0.0], [0.0, 0.0, 0.0]], "charge": -1, "mol_weight_da": 1163.67, "de_lowest_ev": 0.042}

(2)
{"formula": "C17H26Cl3MnN2O2S3", "method": "wB97M-V/def2-TZVPD", "symbols": ["Mn", "Cl", "C", "C", "C", "Cl", "C", "O", "C", "Cl", "C", "H", "H", "C", "C", "S", "C", "C", "S", "C", "C", "S", "H", "H", "H", "H", "H", "H", "H", "H", "H", "H", "H", "H", "C", "N", "C", "C", "O", "N", "C", "C", "H", "H", "H", "H", "H", "H", "H", "H", "H", "H", "H", "H"], "coordinates": [[0.566229, -0.623052, 0.719918], [-5.515999, 0.665163, -2.779803], [-3.886449, 0.325712, -2.302750], [-3.415031, 0.796890, -1.091591], [-2.110488, 0.500716, -0.745991], [-1.493203, 1.141468, 0.777409], [-1.221922, -0.257701, -1.526665], [-0.002264, -0.541623, -1.163094], [-1.764224, -0.684140, -2.758533], [-0.748796, -1.605227, -3.815730], [-3.060731, -0.406168, -3.143647], [-4.043118, 1.387843, -0.440801], [-3.427220, -0.759536, -4.097078], [4.180874, 0.081036, 0.552139], [4.003420, -1.436555, 0.496598], [2.570919, -2.186385, 1.302145], [2.765091, -1.873932, 3.075604], [2.640335, -0.432817, 3.562516], [1.047106, 0.320799, 3.120248], [1.519270, 2.013883, 2.686791], [2.675154, 2.184570, 1.697769], [2.681627, 1.075989, 0.252229], [4.905421, 0.354532, -0.214641], [4.606671, 0.388557, 1.504463], [4.910009, -1.912479, 0.873327], [3.890200, -1.761209, -0.539334], [3.722589, -2.284597, 3.398728], [1.987502, -2.493843, 3.526341], [3.440827, 0.180293, 3.159165], [2.740027, -0.422508, 4.647755], [1.747575, 2.571916, 3.595130], [0.604062, 2.441472, 2.275362], [3.637181, 2.080164, 2.196430], [2.641518, 3.205356, 1.318138], [-2.724246, -3.824991, -0.857383], [-1.576088, -3.533032, -0.007601], [-0.271398, -3.876217, -0.555794], [-1.663192, -2.766383, 1.097201], [-0.691464, -2.064263, 1.502624], [-2.816859, -2.773712, 1.794069], [-3.704947, -3.927135, 1.836342], [-3.009321, -1.795019, 2.853962], [-2.466474, -3.562541, -1.883331], [-3.578267, -3.223524, -0.554392], [-2.996448, -4.881961, -0.827419], [-0.322567, -4.889000, -0.955820], [0.472749, -3.858713, 0.236149], [0.024058, -3.189990, -1.351506], [-3.290520, -4.747403, 1.257842], [-4.695743, -3.681194, 1.451703], [-3.806651, -4.255558, 2.872236], [-2.495019, -0.872052, 2.606554], [-2.634746, -2.165574, 3.811832], [-4.075626, -1.593510, 2.949785]], "forces_ev_per_angstrom": [[0.2, -0.1, 0.0], [0.0, 0.0, 0.0], [0.0, 0.0, 0.0], [0.0, 0.0, -0.1], [0.0, 0.0, 0.1], [-0.1, 0.0, -0.1], [-0.1, 0.0, -0.1], [0.0, 0.0, 0.0], [0.0, 0.0, 0.1], [0.0, 0.0, 0.0], [0.0, 0.0, 0.0], [0.0, 0.0, 0.0], [0.0, 0.0, 0.0], [0.0, 0.0, 0.0], [0.0, 0.0, 0.0], [0.1, 0.0, 0.0], [0.0, 0.0, 0.0], [0.0, 0.0, 0.0], [0.0, 0.0, 0.1], [0.0, 0.0, -0.1], [0.0, 0.0, 0.0], [0.0, 0.1, 0.0], [0.0, 0.0, 0.0], [0.0, 0.0, 0.0], [0.0, 0.0, 0.0], [0.0, 0.0, 0.0], [0.0, 0.0, 0.0], [0.0, 0.0, 0.0], [0.0, 0.0, 0.0], [0.0, 0.0, 0.0], [0.0, 0.0, 0.0], [0.0, 0.0, 0.0], [0.0, 0.0, 0.0], [0.0, 0.0, 0.0], [0.1, 0.1, -0.1], [0.1, 0.0, 0.0], [0.0, 0.0, 0.0], [-0.1, 0.0, 0.0], [0.0, -0.2, 0.0], [0.0, 0.1, 0.1], [0.0, 0.0, 0.1], [0.0, 0.0, 0.0], [0.0, 0.0, 0.0], [0.1, 0.0, -0.1], [0.0, 0.0, 0.0], [0.0, 0.0, 0.0], [0.0, 0.0, 0.0], [0.0, 0.0, 0.0], [-0.1, 0.0, 0.2], [0.0, 0.0, 0.0], [0.0, 0.0, 0.0], [0.0, 0.0, 0.0], [0.0, 0.0, 0.0], [0.0, 0.0, 0.0]], "charge": 1, "mol_weight_da": 547.91, "s_squared": 8.7547, "spin_multiplicity": 6}

(3)
{"formula": "C17H26MoN3O5S4", "method": "wB97M-V/def2-TZVPD", "symbols": ["Mo", "C", "C", "S", "C", "C", "S", "C", "C", "S", "C", "C", "S", "H", "H", "H", "H", "H", "H", "H", "H", "H", "H", "H", "H", "H", "H", "H", "H", "C", "N", "C", "N", "O", "H", "H", "H", "H", "H", "H", "O", "C", "O", "C", "C", "C", "C", "C", "C", "N", "O", "O", "H", "H", "H", "H"], "coordinates": [[-0.391743, -0.129277, 0.575727], [-2.781831, 2.581012, 1.036574], [-1.526078, 3.299127, 1.466913], [-0.000348, 2.351979, 1.106891], [0.575553, 2.953398, -0.519589], [-0.230400, 2.502228, -1.714271], [-0.266858, 0.661788, -1.820975], [-1.936963, 0.325279, -2.527188], [-2.285630, -1.128270, -2.292550], [-2.193196, -1.688257, -0.535362], [-3.828857, -1.313837, 0.193948], [-4.045148, 0.145183, 0.506090], [-2.641192, 0.803914, 1.502157], [-2.952811, 2.647281, -0.038394], [-3.651438, 2.979607, 1.566571], [-1.501018, 3.420242, 2.552366], [-1.438620, 4.282683, 1.005579], [1.601163, 2.577332, -0.574440], [0.616973, 4.042567, -0.457401], [0.261927, 2.857254, -2.623998], [-1.254543, 2.873572, -1.708127], [-1.880300, 0.513929, -3.603266], [-2.652131, 1.012532, -2.075401], [-1.561263, -1.770293, -2.800464], [-3.280529, -1.372076, -2.670633], [-3.846503, -1.914663, 1.106502], [-4.595402, -1.692751, -0.484984], [-4.942697, 0.263379, 1.119745], [-4.155921, 0.748571, -0.395385], [-0.156842, -3.847542, 1.846676], [0.957726, -3.841288, 0.920151], [1.289040, -2.831790, 0.124124], [2.391451, -2.904442, -0.625563], [0.558674, -1.786720, 0.032726], [0.144705, -4.394007, 2.739792], [-1.019010, -4.350022, 1.404603], [-0.427454, -2.823691, 2.126771], [1.506581, -4.691877, 0.886218], [2.990016, -3.715504, -0.648231], [2.636580, -2.132519, -1.229024], [0.081675, -0.504021, 2.647432], [1.262069, -0.063973, 2.505522], [1.584659, 0.273052, 1.323152], [2.168807, 0.141069, 3.640236], [3.391635, 0.798319, 3.453917], [4.195420, 1.077655, 4.543258], [3.768264, 0.697301, 5.808209], [2.578647, 0.013579, 6.010110], [1.771191, -0.256706, 4.921505], [4.614317, 1.044023, 6.989076], [4.310382, 0.508355, 8.012084], [5.490523, 1.824666, 6.762569], [3.703851, 1.094571, 2.464107], [5.140091, 1.587066, 4.424785], [2.291904, -0.296001, 7.002792], [0.831502, -0.770751, 5.050187]], "forces_ev_per_angstrom": [[0.3, 0.4, 1.2], [0.0, -0.2, 0.0], [0.2, -0.3, 0.1], [-0.2, 0.2, -0.2], [0.1, -0.2, 0.2], [0.0, -0.2, -0.3], [-0.3, 0.3, 0.1], [0.2, 0.1, 0.1], [0.3, -0.2, 0.3], [-0.2, 0.3, 0.0], [0.3, -0.1, 0.0], [0.1, 0.1, 0.1], [0.0, 0.0, -0.6], [0.0, -0.1, 0.1], [0.0, -0.1, -0.1], [0.0, 0.1, -0.1], [0.0, 0.0, 0.0], [0.0, 0.1, 0.0], [0.0, 0.0, 0.0], [-0.1, 0.0, 0.0], [0.0, 0.0, 0.0], [0.0, 0.1, 0.1], [0.0, 0.0, 0.0], [-0.1, 0.0, 0.0], [0.0, 0.0, 0.1], [-0.1, -0.1, -0.1], [0.0, 0.0, 0.1], [0.1, 0.1, 0.0], [0.1, 0.0, 0.1], [-0.5, 0.1, 0.2], [0.3, 0.2, -0.2], [0.8, -1.0, 0.1], [-0.2, 0.3, -0.1], [-0.3, 0.4, -0.2], [-0.1, 0.1, 0.0], [0.0, 0.0, 0.1], [0.1, -0.3, 0.0], [0.1, 0.2, -0.1], [0.0, 0.0, 0.1], [-0.1, -0.1, 0.1], [-1.4, -0.2, -0.8], [1.3, 0.3, 1.6], [-0.3, 0.0, -1.6], [-0.1, 0.0, -0.1], [-0.1, -0.1, 0.0], [0.0, 0.0, 0.1], [-0.3, -0.2, -0.4], [0.0, 0.0, 0.0], [0.0, 0.0, -0.2], [-0.9, -0.4, -1.3], [0.1, -0.2, 1.0], [0.9, 0.6, 0.3], [0.0, 0.0, -0.1], [0.0, 0.0, 0.0], [0.0, 0.0, 0.1], [-0.1, 0.0, 0.1]], "charge": 3, "mol_weight_da": 576.62, "s_squared": 2.0295, "spin_multiplicity": 3, "de_lowest_ev": 0.436}

(4)
{"formula": "C17H26N2O3S2", "method": "wB97M-V/def2-TZVPD", "symbols": ["O", "C", "N", "C", "C", "C", "C", "C", "C", "C", "C", "C", "C", "N", "S", "O", "O", "C", "C", "C", "C", "S", "C", "C", "H", "H", "H", "H", "H", "H", "H", "H", "H", "H", "H", "H", "H", "H", "H", "H", "H", "H", "H", "H", "H", "H", "H", "H", "H", "H"], "coordinates": [[-0.687010, -0.483781, -1.516713], [-1.418677, -0.692327, -0.559374], [-2.275818, 0.233762, -0.101664], [-2.351188, 1.581282, -0.631205], [-1.693168, 2.593029, 0.315409], [-2.819940, 2.979856, 1.267252], [-4.026728, 3.109602, 0.336825], [-3.822471, 2.029120, -0.738051], [-1.456263, -2.006456, 0.215748], [-0.426809, -1.929604, 1.368287], [0.633299, -3.029021, 1.307907], [1.278060, -3.232612, -0.068959], [2.369836, -2.193343, -0.378854], [1.928679, -0.822443, -0.470088], [2.184819, 0.204093, 0.782044], [1.020705, 1.020297, 1.002451], [2.755282, -0.494162, 1.898369], [3.430558, 1.263410, 0.105551], [3.276764, 2.508511, -0.417620], [4.488509, 3.032893, -0.918361], [5.526274, 2.167682, -0.767799], [5.046527, 0.699622, -0.007671], [0.229819, -3.295305, -1.197425], [-1.205719, -3.219927, -0.685216], [-2.763395, 0.067044, 0.764407], [-1.848055, 1.543357, -1.599464], [-0.820946, 2.167557, 0.808154], [-1.379019, 3.466834, -0.256488], [-2.613198, 3.902248, 1.807018], [-2.984664, 2.188894, 2.000905], [-4.023612, 4.097808, -0.124337], [-4.972304, 2.989469, 0.863999], [-4.479510, 1.175295, -0.569450], [-4.039695, 2.417773, -1.731459], [-2.463453, -2.110146, 0.635109], [0.059336, -0.955658, 1.362337], [-0.943990, -2.014805, 2.326771], [1.415135, -2.787360, 2.030468], [0.178650, -3.974702, 1.613897], [1.807721, -4.191825, -0.024343], [3.124444, -2.213291, 0.410613], [2.849311, -2.460041, -1.328942], [1.052038, -0.668247, -0.962712], [2.329526, 3.014360, -0.428210], [4.578622, 4.005584, -1.366798], [6.549145, 2.306394, -1.056305], [0.347573, -4.222635, -1.761961], [0.385552, -2.471604, -1.892189], [-1.883980, -3.172467, -1.540422], [-1.446568, -4.124022, -0.121433]], "forces_ev_per_angstrom": [[0.3, 0.1, -0.4], [-0.6, -0.5, 0.5], [-0.2, 0.2, 0.2], [0.2, 0.1, -0.3], [0.0, -0.1, 0.1], [0.0, 0.2, -0.2], [-0.1, 0.0, 0.1], [0.0, 0.1, -0.1], [0.0, 0.0, -0.1], [0.1, -0.1, 0.2], [0.1, 0.0, 0.0], [0.2, 0.2, 0.1], [0.4, -0.7, 0.1], [-0.2, 0.5, 0.8], [0.2, 0.5, -0.6], [0.2, -0.1, -0.4], [0.2, -0.1, -0.3], [0.0, -0.3, 0.4], [-0.3, -0.2, 0.2], [0.2, -0.1, 0.0], [-0.1, -0.3, 0.1], [0.1, 0.4, -0.1], [0.0, -0.1, 0.0], [0.0, 0.2, -0.2], [0.0, -0.2, -0.1], [-0.1, 0.0, 0.1], [0.0, 0.1, -0.1], [0.0, 0.1, 0.0], [0.0, 0.0, 0.1], [0.0, -0.1, 0.1], [0.0, 0.1, 0.0], [-0.1, 0.1, 0.0], [0.0, 0.0, -0.1], [0.0, -0.1, 0.0], [0.1, 0.1, 0.0], [-0.3, -0.1, 0.2], [0.0, 0.1, 0.0], [0.0, -0.1, 0.1], [0.0, 0.0, 0.0], [0.0, 0.1, 0.0], [0.1, -0.2, -0.2], [0.0, 0.0, 0.1], [-0.2, 0.3, -0.1], [-0.2, 0.1, 0.0], [0.1, 0.2, -0.1], [0.2, 0.0, -0.1], [0.0, 0.0, 0.0], [0.0, -0.1, -0.1], [0.0, -0.1, 0.0], [-0.1, 0.0, 0.0]], "mol_weight_da": 370.54, "smiles": "O=C(NC1CCCC1)[C@H]1CC[C@@H](CNS(=O)(=O)c2cccs2)CC1", "de_lowest_ev": 0.000}

Sequential largest force on an atom output: 0.552; 0.215; 2.093; 0.938 eV/Å
Sequential DFT total energy output: -6096.35216; -4649.41939; -2863.84292; -1795.00580 Ha